1.
Computed, not measured: a cluster of 4 separate species, C39H70N4O7 in total in a non-equilibrium geometry, with ωB97M-V/def2-TZVPD.

Last column: Löwdin charge in e.
Geometry (Å):
C  1.8112  -4.9941  -0.4460  -0.064
C  2.8897  -3.8850  -0.4851  -0.214
O  2.7026  -3.1178  -1.6897  -0.037
C  3.0148  -1.7861  -1.5141  -0.445
O  4.1677  -1.4412  -1.4990  0.127
C  1.9209  -0.6976  -1.3813  -0.048
C  0.4750  -1.2526  -1.6847  -0.145
C  -0.1220  -1.7475  -0.3516  -0.104
C  -1.5840  -2.1630  -0.4200  -0.080
C  -2.4170  -1.7366  0.6028  0.038
N  -3.7030  -2.0792  0.6345  0.124
C  -4.2859  -2.8279  -0.3013  -0.015
C  -3.5476  -3.2873  -1.3612  0.050
C  -2.1807  -2.9652  -1.4084  -0.014
C  -1.3598  -3.5130  -2.5659  -0.448
O  -0.5538  -4.3942  -2.4630  0.179
O  -1.5869  -2.8663  -3.7492  0.089
H  1.6167  -5.3964  -1.4469  0.077
H  2.1171  -5.8393  0.1868  0.082
H  0.9043  -4.5567  -0.0059  0.051
H  3.8612  -4.4040  -0.4663  0.125
H  2.8507  -3.2375  0.4052  0.126
H  1.9538  -0.4224  -0.3135  0.123
H  2.1616  0.1451  -2.0362  0.128
H  0.6155  -2.0383  -2.4367  0.105
H  -0.0785  -0.4206  -2.1451  0.111
H  0.5302  -2.5137  0.0973  0.115
H  -0.0796  -0.8920  0.3463  0.126
H  -2.0441  -1.1198  1.4231  0.156
H  -4.2646  -1.7637  1.4242  0.173
H  -5.3458  -3.0717  -0.2354  0.154
H  -4.0096  -3.8978  -2.1362  0.148
H  -1.8069  -3.5042  -4.4445  0.148
C  -3.6803  4.0607  -4.7615  -0.024
C  -2.3726  3.2566  -4.5795  -0.483
C  -1.7310  2.9512  -5.9386  -0.138
C  -2.4339  1.8424  -6.7138  -0.169
C  -2.5302  0.5859  -5.8531  -0.133
C  -3.2042  0.8406  -4.5011  -0.478
N  -2.6318  2.0200  -3.7800  -0.056
O  -1.4993  1.6430  -3.2445  -0.032
C  -4.7210  1.0191  -4.7372  -0.041
C  -3.1074  -0.4291  -3.6549  -0.062
C  -1.4524  4.2443  -3.8519  -0.046
H  -3.5987  4.7426  -5.6089  0.093
H  -4.5665  3.4585  -4.9332  0.052
H  -3.8959  4.6605  -3.8756  0.087
H  -0.6860  2.6552  -5.7961  0.126
H  -1.7031  3.8559  -6.5489  0.125
H  -3.4263  2.1774  -7.0305  0.110
H  -1.8812  1.6193  -7.6284  0.117
H  -3.0747  -0.1892  -6.3991  0.127
H  -1.5183  0.1946  -5.6979  0.127
H  -5.2168  1.4035  -3.8437  0.094
H  -5.1865  0.0622  -4.9789  0.084
H  -4.9568  1.6686  -5.5775  0.066
H  -2.0852  -0.7552  -3.5174  0.044
H  -3.6330  -1.2545  -4.1350  0.084
H  -3.5599  -0.2775  -2.6687  0.091
H  -1.8183  4.4587  -2.8463  0.089
H  -1.4150  5.1866  -4.3998  0.095
H  -0.4282  3.8816  -3.7706  0.080
C  7.7238  4.0908  0.8852  -0.027
C  6.2682  4.2678  0.3960  -0.487
C  5.2790  3.7224  1.4329  -0.145
C  5.2001  2.2007  1.4626  -0.176
C  4.8894  1.6665  0.0663  -0.143
C  5.8812  2.1559  -0.9935  -0.481
N  6.0930  3.6379  -0.9470  -0.062
O  5.0637  4.2026  -1.5195  -0.019
C  7.2147  1.4006  -0.8019  -0.039
C  5.3974  1.6982  -2.3719  -0.045
C  6.0943  5.7907  0.3572  -0.050
H  7.7849  4.2120  1.9682  0.090
H  8.1678  3.1276  0.6559  0.051
H  8.3804  4.8358  0.4329  0.086
H  4.2753  4.1104  1.2262  0.123
H  5.5410  4.0901  2.4277  0.121
H  6.1387  1.7843  1.8409  0.108
H  4.4213  1.8816  2.1603  0.110
H  4.8798  0.5743  0.0867  0.110
H  3.8722  1.9751  -0.2041  0.121
H  8.0125  1.8537  -1.3930  0.096
H  7.1176  0.3647  -1.1294  0.086
H  7.5360  1.3408  0.2369  0.063
H  4.3894  2.0471  -2.5996  0.075
H  5.3641  0.6106  -2.4236  0.066
H  6.0680  2.0465  -3.1602  0.094
H  6.7274  6.2413  -0.4087  0.090
H  6.3790  6.2202  1.3192  0.091
H  5.0643  6.0902  0.1659  0.078
C  -4.7382  -3.4130  6.2143  -0.017
C  -3.6352  -2.9641  5.2290  -0.486
C  -2.3052  -3.6505  5.5619  -0.140
C  -1.6064  -3.0672  6.7834  -0.168
C  -1.4252  -1.5604  6.6102  -0.133
C  -2.7401  -0.8296  6.3153  -0.485
N  -3.5243  -1.4753  5.2129  -0.048
O  -2.9770  -1.1311  4.0725  -0.059
C  -3.5698  -0.7655  7.6167  -0.039
C  -2.4312  0.6391  6.0044  -0.044
C  -4.1114  -3.5146  3.8893  -0.063
H  -4.5977  -4.4559  6.5018  0.095
H  -4.7852  -2.8416  7.1345  0.056
H  -5.7273  -3.3269  5.7604  0.088
H  -1.6212  -3.5681  4.7090  0.122
H  -2.4652  -4.7203  5.7123  0.125
H  -2.1810  -3.2918  7.6865  0.111
H  -0.6322  -3.5413  6.9163  0.118
H  -0.9647  -1.1440  7.5082  0.130
H  -0.7126  -1.3893  5.7956  0.125
H  -4.5929  -0.4419  7.4173  0.097
H  -3.1345  -0.0483  8.3123  0.089
H  -3.5981  -1.7075  8.1618  0.065
H  -1.7329  0.7538  5.1757  0.077
H  -1.9692  1.1177  6.8670  0.090
H  -3.3426  1.1910  5.7668  0.094
H  -5.0275  -3.0131  3.5625  0.086
H  -4.3290  -4.5804  3.9631  0.099
H  -3.3558  -3.3962  3.1103  0.057

net charge	+1
spin multiplicity	4
<S²>	3.76
E_tot	-2273.2979	hartree
Kohn-Sham gap (alpha / beta)	0.2021 / 0.2294	hartree
highest occupied orbital energy (alpha / beta)	-9.7 / -10.5	eV

---

2.
Computed, not measured: a cluster of 5 separate species, C39H71NO13S in total in a non-equilibrium geometry, with ωB97M-V/def2-TZVPD.

Last column: Löwdin charge in e.
Geometry (Å):
C  8.6709  2.2909  0.7356  -0.077
C  7.0500  2.2619  0.5276  -0.411
O  6.5406  1.3684  1.5415  -0.090
C  6.5717  3.7844  0.6617  -0.152
C  4.9945  4.0095  0.6232  -0.154
C  4.5158  5.5149  0.5507  -0.037
C  3.0190  5.8879  0.5508  -0.068
C  1.9694  4.7105  0.6234  -0.411
C  2.3556  3.2210  0.6576  -0.172
C  3.9069  2.9192  0.6528  0.042
N  1.4924  2.0482  0.7344  0.014
C  0.0551  2.2820  0.6769  -0.182
C  -0.8437  0.9817  0.6887  -0.005
C  -2.3909  1.0784  0.6804  -0.077
C  -3.1698  2.4454  0.6310  -0.070
C  -2.2865  3.7226  0.6195  -0.081
C  -0.7145  3.6165  0.6493  -0.416
S  0.2016  5.2085  0.6792  0.867
H  8.8184  2.6339  1.8328  0.085
H  9.1341  3.0994  0.0772  0.079
H  9.1478  1.2606  0.6445  0.082
H  6.8828  1.9044  -0.5479  0.149
H  6.4216  1.8605  2.3815  0.107
H  7.0210  4.2024  1.6454  0.131
H  7.0380  4.4200  -0.1807  0.129
H  5.3011  6.3467  0.5325  0.095
H  2.6763  6.9872  0.5258  0.079
H  4.2466  1.8180  0.6735  0.095
H  1.7813  1.2822  0.1053  0.118
H  -0.3697  -0.0581  0.7319  0.091
H  -3.0405  0.1392  0.6945  0.079
H  -4.3067  2.4449  0.6300  0.085
H  -2.8246  4.7426  0.6109  0.096
C  -7.3793  -3.6877  5.7648  -0.112
O  -6.1772  -3.6309  5.0221  -0.205
C  -6.3513  -4.0929  3.6856  -0.196
C  -5.1677  -3.6764  2.8205  -0.172
O  -5.2639  -2.3282  2.3568  -0.140
C  -4.9928  -1.3189  3.3318  -0.173
C  -3.5088  -1.1882  3.6523  -0.201
O  -3.1155  -2.1804  4.5956  -0.204
C  -1.7116  -2.3526  4.6318  -0.106
H  -7.7564  -4.7138  5.8104  0.086
H  -7.1712  -3.3429  6.7790  0.088
H  -8.1328  -3.0281  5.3219  0.087
H  -7.2782  -3.6845  3.2640  0.128
H  -6.4149  -5.1867  3.7160  0.124
H  -5.1786  -4.2927  1.9168  0.126
H  -4.2135  -3.8565  3.3192  0.121
H  -5.5940  -1.4662  4.2308  0.121
H  -5.3233  -0.3812  2.8747  0.122
H  -3.3145  -0.2076  4.1006  0.128
H  -2.9232  -1.2903  2.7307  0.111
H  -1.3487  -2.7156  3.6641  0.083
H  -1.4795  -3.1025  5.3896  0.088
H  -1.2131  -1.4147  4.8948  0.088
C  4.2692  -0.7508  -1.6860  -0.103
O  3.7566  -2.0246  -1.3499  -0.199
C  3.3431  -2.0859  0.0123  -0.191
C  2.4641  -3.3077  0.2499  -0.170
O  1.1055  -3.0986  -0.1422  -0.149
C  0.8592  -3.1119  -1.5502  -0.170
C  0.8981  -4.5144  -2.1442  -0.195
O  2.2431  -4.9111  -2.3932  -0.201
C  2.3605  -6.3101  -2.5714  -0.104
H  5.1303  -0.5045  -1.0574  0.083
H  4.5880  -0.7721  -2.7293  0.092
H  3.4904  0.0121  -1.5761  0.077
H  2.7884  -1.1768  0.2783  0.116
H  4.2448  -2.1575  0.6310  0.129
H  2.4276  -3.4909  1.3278  0.127
H  2.8771  -4.2056  -0.2134  0.123
H  1.5268  -2.4261  -2.0747  0.121
H  -0.1571  -2.7238  -1.6684  0.125
H  0.3662  -4.5229  -3.1021  0.129
H  0.4187  -5.2185  -1.4545  0.094
H  2.0706  -6.8350  -1.6549  0.087
H  3.4056  -6.5401  -2.7838  0.089
H  1.7443  -6.6465  -3.4107  0.088
C  -1.4936  -5.8082  0.7016  -0.104
O  -2.5201  -6.6548  0.2213  -0.203
C  -2.5816  -6.6664  -1.2017  -0.194
C  -3.4191  -7.8430  -1.6882  -0.173
O  -2.6893  -9.0707  -1.7193  -0.136
C  -2.4504  -9.6787  -0.4485  -0.174
C  -3.6934  -10.3391  0.1364  -0.198
O  -4.5167  -9.3677  0.7752  -0.207
C  -5.8326  -9.8422  0.9875  -0.111
H  -1.6523  -4.7800  0.3631  0.087
H  -1.5157  -5.8283  1.7925  0.090
H  -0.5152  -6.1690  0.3679  0.078
H  -1.5702  -6.7349  -1.6217  0.119
H  -3.0477  -5.7278  -1.5235  0.127
H  -3.6997  -7.6490  -2.7276  0.126
H  -4.3458  -7.9474  -1.1208  0.121
H  -1.9965  -8.9719  0.2484  0.120
H  -1.7104  -10.4618  -0.6391  0.126
H  -3.3971  -11.0741  0.8929  0.125
H  -4.2527  -10.8420  -0.6617  0.128
H  -6.3211  -10.0475  0.0290  0.087
H  -6.3972  -9.0628  1.5015  0.087
H  -5.8239  -10.7434  1.6080  0.086
C  0.6812  9.1403  -0.5648  -0.110
O  1.2755  9.6640  -1.7360  -0.201
C  2.3179  8.8257  -2.2270  -0.199
C  2.6757  9.2054  -3.6590  -0.173
O  1.7837  8.6441  -4.6231  -0.134
C  0.4985  9.2626  -4.7085  -0.174
C  0.5361  10.6144  -5.4117  -0.198
O  0.9472  11.6336  -4.5051  -0.207
C  1.3663  12.8060  -5.1770  -0.112
H  1.4267  9.0297  0.2289  0.076
H  -0.0892  9.8369  -0.2305  0.091
H  0.2084  8.1754  -0.7762  0.072
H  2.0045  7.7748  -2.1912  0.127
H  3.1929  8.9680  -1.5815  0.123
H  3.6544  8.7730  -3.8869  0.126
H  2.7660  10.2860  -3.7850  0.120
H  0.0243  9.3249  -3.7275  0.121
H  -0.1076  8.5834  -5.3154  0.126
H  -0.4677  10.8707  -5.7682  0.124
H  1.2249  10.5667  -6.2637  0.128
H  2.2476  12.5961  -5.7924  0.087
H  1.6396  13.5495  -4.4269  0.088
H  0.5587  13.2064  -5.7973  0.086

E_tot	-2959.1455	hartree
Kohn-Sham gap	0.2722	hartree
highest occupied orbital energy	-7.2	eV